A molecular structure, C26H45Cl5F5LiN6NaO12PS2 in a non-equilibrium geometry, computed with wB97M-V/def2-TZVPD.

As for the LUMO energy: -4.38 eV.

ORCA input file:
```
! wB97M-V def2-TZVPD RIJCOSX def2/J DEFGRID3
* xyz 0 1
N -0.44158 -6.53424 -5.01976
C 0.44934 -6.02571 -4.22790
N 0.44990 -5.84652 -2.80785
C 1.68448 -5.28743 -2.60910
C 2.40935 -4.83921 -1.31859
O 1.51506 -4.12229 -0.40054
C 2.37645 -3.33071 0.38491
C 2.45583 -1.89466 0.19920
C 3.42960 -1.17491 1.05862
C 4.25353 -1.90421 2.03526
C 4.13132 -3.35565 2.23270
C 3.18401 -4.08079 1.39506
N 2.38311 -5.11369 -3.80073
P 3.98879 -4.43344 -4.11731
O 5.00209 -5.76024 -4.31885
Cl 3.81558 -3.37573 -5.91293
N 1.63081 -5.58961 -4.83834
H -0.32943 -6.42324 -6.08609
H -1.22164 -7.09349 -4.68510
H 2.77119 -5.74979 -0.75526
H 3.26463 -4.13436 -1.52229
H 1.80587 -1.40335 -0.55944
H 3.54399 -0.05580 0.94642
H 5.01558 -1.34435 2.67274
H 4.73431 -3.90400 2.99793
H 3.08470 -5.18679 1.53609
H 4.65576 -6.47127 -3.74196
H 1.93295 -5.59888 -5.81469
Cl -1.12937 -7.28713 -7.55709
C -2.23143 -6.03134 -11.30623
C -0.73764 -6.17706 -11.02329
O -0.25951 -5.37500 -10.18319
O -0.15838 -7.08324 -11.66185
H -2.66697 -5.22587 -10.71597
H -2.39036 -5.81024 -12.36487
H -2.74498 -6.96056 -11.05920
Li 5.09185 0.18832 -0.04154
C -0.39854 5.33872 0.99492
C -0.19909 4.70256 2.36573
C 0.52392 3.36171 2.39888
N -0.22176 2.14583 1.79507
C -1.73099 2.30107 1.89294
C -2.48629 1.03784 1.50664
C -2.04041 -0.14904 2.34202
C -0.53744 -0.34266 2.22654
C 0.21575 0.92284 2.60264
C 0.22503 1.98437 0.36430
H -1.01377 4.73218 0.32806
H -0.90929 6.29508 1.11075
H 0.55947 5.52809 0.50595
H -1.15579 4.64143 2.88944
H 0.40223 5.39805 2.95962
H 0.71247 3.11967 3.44782
H 1.49678 3.42493 1.90550
H -1.95585 2.56220 2.92959
H -2.03231 3.11644 1.23859
H -3.55504 1.20763 1.65399
H -2.35794 0.81944 0.44264
H -2.56224 -1.05249 2.02037
H -2.31182 0.01831 3.38981
H -0.27590 -0.66357 1.21399
H -0.22706 -1.15262 2.89218
H 1.29233 0.80518 2.45310
H 0.02864 1.15731 3.65320
H 1.30298 1.81792 0.36081
H -0.01783 2.88807 -0.18746
H -0.27672 1.13043 -0.08426
N 2.79063 4.48757 5.88600
S 3.32744 3.03312 5.70318
O 4.00647 2.43567 6.80381
O 3.80118 2.65083 4.37922
F 1.92975 2.23338 5.75048
S 3.96399 5.55135 5.95956
O 3.53986 6.82401 6.44799
O 4.89002 5.58229 4.86329
F 4.85510 5.02840 7.15750
C 4.22684 2.37554 10.23346
O 3.28245 3.24983 9.91550
H 4.76824 1.89354 9.38518
H 5.08008 2.74887 10.84073
H 3.91389 1.48245 10.81859
O -0.02267 -2.63823 -11.69863
H -0.14213 -1.87122 -11.12963
H -0.08784 -3.39442 -11.09117
C -6.36964 -6.16010 -10.18978
Cl -4.74677 -6.19843 -9.50617
Cl -7.39271 -5.00537 -9.31638
Cl -6.31271 -5.75753 -11.91102
H -6.80805 -7.14746 -10.08601
C -6.72727 5.53086 4.89094
C -5.22247 5.35789 4.87407
O -4.64495 5.99578 3.72062
C -4.46357 7.32225 3.81552
O -4.74685 7.98056 4.77127
C -3.80449 7.86056 2.54458
F -4.37273 7.37361 1.42494
F -2.49538 7.53163 2.48608
F -3.87210 9.19089 2.45708
H -7.16426 5.17268 3.95640
H -7.16890 4.98083 5.72267
H -7.00124 6.58241 4.98841
H -4.97579 4.29773 4.79879
H -4.76302 5.73093 5.79147
Na 3.68730 0.38683 3.91911
*
```

Results of the Mulliken charge analysis, in e, for atoms 1 through 5: -0.123 0.571 -0.551 0.043 -0.239

=====

A molecular structure, C26H45ClF3PPd in a non-equilibrium geometry, computed with wB97M-V/def2-TZVPD.

As for the LUMO energy (spin up / spin down): 0.20 / -1.31 eV. As for the expectation value of S²: 6.008.

ORCA input file:
```
! wB97M-V def2-TZVPD RIJCOSX def2/J DEFGRID3
* xyz 0 5
Pd -0.32697 3.60609 3.77640
P -0.19925 0.19125 -0.39114
Cl 1.09998 3.20266 2.02033
C -0.85889 -0.61747 1.14848
H -0.13855 -0.32954 1.93862
H -1.76787 -0.03133 1.38811
C 1.61092 0.48033 -0.25974
C -0.95456 1.86561 -0.29518
C 2.26738 0.74735 -1.62596
H 1.65973 1.40630 0.35278
C 3.74058 1.14299 -1.45878
H 2.21019 -0.16089 -2.24580
H 1.74348 1.54001 -2.18074
C 4.52459 0.10078 -0.65520
H 4.19415 1.27442 -2.44882
H 3.78787 2.11190 -0.94285
C 3.84426 -0.23083 0.67764
H 4.61181 -0.81679 -1.25231
H 5.54223 0.46330 -0.47305
C 2.36748 -0.61146 0.50130
H 4.37055 -1.05229 1.17814
H 3.89081 0.64747 1.33756
H 2.29323 -1.56363 -0.04694
H 1.91283 -0.78700 1.48545
C -0.70330 -0.77734 -1.85743
C -2.48109 1.86659 -0.42977
H -0.68061 2.15424 0.74043
C -3.03335 3.22200 0.03807
H -2.75257 1.70524 -1.48612
H -2.94691 1.05814 0.14890
C -2.40375 4.39512 -0.72247
H -4.12164 3.23242 -0.09029
H -2.82595 3.33512 1.11374
C -0.87417 4.32659 -0.75041
H -2.77768 4.39013 -1.75558
H -2.72389 5.34410 -0.27733
C -0.35398 2.95201 -1.19864
H -0.47500 5.10319 -1.41439
H -0.47328 4.51199 0.25803
H -0.64050 2.77017 -2.24600
H 0.74184 2.95819 -1.14666
C 0.12348 -2.06458 -2.01176
H -1.74389 -1.07276 -1.62167
C -0.45628 -2.94514 -3.12447
H 1.17006 -1.81522 -2.24658
H 0.13839 -2.63135 -1.07214
C -0.58306 -2.19960 -4.45898
H 0.17986 -3.82991 -3.24447
H -1.44845 -3.29774 -2.80868
C -1.27933 -0.83902 -4.32368
H 0.41953 -2.05165 -4.88257
H -1.13641 -2.82353 -5.16970
C -0.72535 0.01764 -3.17319
H -1.18744 -0.27844 -5.26129
H -2.35112 -0.99920 -4.14423
H 0.29558 0.34590 -3.42425
H -1.33509 0.92760 -3.07030
C 0.34459 -2.91696 1.51767
C -1.12757 -1.98635 1.16799
H 0.97196 -3.11999 0.64110
C -2.11323 -2.38610 2.27062
H -1.45231 -2.40236 0.20266
C -1.50113 -2.22063 3.65964
H -3.00728 -1.75328 2.19362
H -2.43411 -3.42189 2.10795
C -0.40837 -3.24672 3.96149
H -1.07749 -1.21430 3.75914
H -2.28308 -2.29007 4.42590
C 0.40737 -3.70679 2.72507
H 0.27766 -2.83630 4.71176
H -0.86240 -4.13065 4.42818
H 1.47625 -3.77621 3.01152
H 0.10058 -4.74489 2.48140
F 0.49533 0.90766 4.07970
C 0.08768 1.96263 4.87714
F -0.98800 1.50606 5.60179
F 1.11297 2.20704 5.76119
*
```

Results of the Mulliken charge analysis, in e, for atoms 1 through 5: -0.314 0.107 -0.497 -0.841 0.044

=====

7 unconnected molecules or ions with the total composition C26H45F2N6OP in a non-equilibrium geometry, computed with wB97M-V/def2-TZVPD.

The SMILES is O=C(F)CPF.CCCC#N.CCCC#N.CCCC#N.CCCC#N.CCCC#N.CCCC#N. The calculation puts the energy above the lowest of the compared OMol25 structures with the same formula, charge and spin at 0.0 kJ/mol. As for the LUMO energy: 0.32 eV.

ORCA input file:
```
! wB97M-V def2-TZVPD RIJCOSX def2/J DEFGRID3
* xyz 0 1
O -1.77574 -2.00274 2.22685
C -0.63055 -2.02662 2.33135
F 0.13343 -2.02725 1.24521
C 0.04570 -2.01031 3.66974
P -0.30145 -0.27325 4.30151
F 0.87398 0.02156 5.36236
H 1.12280 -2.11648 3.58050
H -0.39492 -2.78984 4.28482
H -1.54990 -0.36838 4.98871
C 1.47090 3.83400 0.84325
C 1.34085 2.32025 0.73216
C -0.09814 1.86038 0.48076
C -0.98594 2.26941 1.58051
N -1.67340 2.58453 2.42527
H 0.90541 4.22218 1.69345
H 2.51324 4.11529 0.98915
H 1.11339 4.32655 -0.06159
H 1.71853 1.86011 1.64798
H 1.97073 1.96672 -0.08632
H -0.13522 0.77293 0.39471
H -0.47936 2.28617 -0.44886
C -1.09305 7.47109 -2.28386
C -0.55886 8.09636 -1.00000
C 0.93909 8.41084 -1.06802
C 1.71517 7.18060 -1.29189
N 2.31290 6.23078 -1.46704
H -0.61707 6.51102 -2.48933
H -2.16538 7.29192 -2.20199
H -0.92420 8.12736 -3.14018
H -0.75343 7.42054 -0.16460
H -1.10336 9.02070 -0.79773
H 1.27270 8.86744 -0.13613
H 1.14799 9.10907 -1.87960
C -3.60224 -2.81656 -1.60045
C -2.28637 -3.43617 -1.14449
C -1.18477 -3.35085 -2.20467
C -1.56929 -4.06557 -3.43168
N -1.85591 -4.61084 -4.38601
H -4.01442 -3.34102 -2.46426
H -4.34319 -2.87049 -0.80283
H -3.46952 -1.76615 -1.86814
H -2.45852 -4.48053 -0.87479
H -1.94447 -2.92471 -0.24421
H -0.26212 -3.79191 -1.82540
H -0.98158 -2.30954 -2.45915
C 1.43463 -5.91127 -4.70670
C 1.29524 -5.61035 -6.19264
C 2.63765 -5.63837 -6.93050
C 3.55061 -4.62631 -6.37260
N 4.24822 -3.84626 -5.93032
H 2.04811 -5.16034 -4.20417
H 0.45708 -5.90731 -4.22726
H 1.88974 -6.89090 -4.54248
H 0.82807 -4.63172 -6.31700
H 0.62580 -6.34305 -6.64633
H 2.49269 -5.43049 -7.99070
H 3.10529 -6.61976 -6.84002
C 3.71922 -0.18279 -3.41386
C 4.15647 -1.39807 -2.60423
C 3.71378 -1.32840 -1.13857
C 4.29652 -0.14982 -0.47433
N 4.75032 0.76115 0.03086
H 4.16798 0.73566 -3.03175
H 4.02810 -0.28850 -4.45367
H 2.63297 -0.06788 -3.39391
H 5.24310 -1.49006 -2.65435
H 3.73777 -2.29919 -3.05657
H 4.03444 -2.22212 -0.60283
H 2.62615 -1.26601 -1.07030
C -5.15944 -0.10965 7.14968
C -4.69003 0.53026 8.45168
C -3.19541 0.86602 8.44526
C -2.39203 -0.35370 8.26163
N -1.77477 -1.29589 8.11430
H -4.66150 -1.06402 6.97088
H -6.23155 -0.30401 7.18609
H -4.96325 0.54463 6.29756
H -4.91053 -0.14356 9.28213
H -5.25560 1.44776 8.62471
H -2.90704 1.33311 9.38693
H -2.96327 1.56264 7.63829
*
```

Results of the Mulliken charge analysis, in e, for atoms 1 through 5: -0.453 0.426 -0.175 -0.488 0.253

=====

A molecular structure, C26H45F3O2P2W in a non-equilibrium geometry, computed with wB97M-V/def2-TZVPD.

The calculation puts the energy above the lowest of the compared OMol25 structures with the same formula, charge and spin at 0.0 kJ/mol. As for the LUMO energy (spin up / spin down): -9.68 / -8.89 eV. As for the expectation value of S²: 2.037.

ORCA input file:
```
! wB97M-V def2-TZVPD RIJCOSX def2/J DEFGRID3
* xyz 2 3
W -0.42848 0.21177 0.36616
C -1.93649 1.70479 0.68956
C -2.45188 0.81594 -0.31919
C -2.03866 -0.42055 1.61903
C -1.72502 0.95504 1.91151
C -2.52165 -0.48543 0.25907
C -1.82472 3.18119 0.55016
H -1.44003 3.46447 -0.44670
H -1.16232 3.60137 1.32469
H -2.81259 3.67093 0.67120
C -1.66985 1.50438 3.28045
H -1.45527 2.57544 3.28496
H -0.94222 0.95857 3.89105
H -2.66356 1.36055 3.72861
C -2.20141 -1.50337 2.61826
H -3.28055 -1.58938 2.85032
H -1.64862 -1.26993 3.54059
H -1.85107 -2.47559 2.23447
C -3.15062 -1.68591 -0.34940
H -4.25185 -1.65576 -0.25316
H -2.81614 -2.60409 0.15332
H -2.91456 -1.75747 -1.42208
C -2.99520 1.22550 -1.64861
H -3.99464 1.70276 -1.63622
H -3.10148 0.35359 -2.30029
H -2.32090 1.94031 -2.13088
C 1.50527 0.54054 -2.73534
C 0.47429 1.39050 -2.88218
C -0.14151 1.64346 -4.23932
C -1.01329 0.52688 -4.88065
C -1.10912 -0.75104 -4.08211
C -0.07954 -1.57835 -3.96193
C 1.24886 -1.29185 -4.61273
C 2.09199 -0.17913 -3.92340
H 0.66139 1.87740 -4.95921
H -0.63875 0.34041 -5.90504
H -0.78821 2.53037 -4.15395
H 2.33165 0.55923 -4.70634
H 2.08987 0.45364 -1.79992
H 0.13820 2.07960 -2.08226
H 3.03262 -0.65088 -3.60387
H 1.84811 -2.21558 -4.59446
H -0.15527 -2.55966 -3.47143
H 1.12565 -1.02312 -5.67828
H -2.03320 0.92657 -4.99886
H -2.11549 -0.97401 -3.69623
P 1.53868 1.85037 1.14941
C 1.30481 2.70016 2.75838
H 2.19397 3.30961 2.98768
H 1.19848 1.92996 3.53813
H 0.43140 3.36608 2.73025
C 3.26849 1.29156 1.35977
H 3.88400 2.11827 1.75865
H 3.68696 0.98547 0.38963
H 3.28240 0.46365 2.08824
C 1.82969 3.32933 0.10067
H 2.28395 3.02214 -0.85144
H 2.51499 4.02797 0.60994
H 0.87840 3.84673 -0.08746
P 0.84980 -2.24542 0.45290
C -0.26542 -3.54504 -0.20450
H 0.29911 -4.40423 -0.60295
H -0.89631 -3.11622 -0.99658
H -0.89928 -3.89892 0.62760
C 2.43679 -2.47376 -0.44772
H 2.27529 -2.55941 -1.53221
H 2.95017 -3.38839 -0.09602
H 3.07076 -1.59901 -0.22002
C 1.35125 -3.13998 1.98644
H 1.65969 -4.17231 1.76258
H 0.50082 -3.14620 2.68130
H 2.19510 -2.59976 2.43454
F 1.62514 -1.32186 6.48685
C 0.83996 -1.30573 5.38979
F 0.46054 -2.60266 5.16146
F -0.30155 -0.61175 5.72669
C 1.44228 -0.65934 4.10022
O 2.56682 -0.11082 4.15538
O 0.66911 -0.76463 3.10296
*
```

Results of the Mulliken charge analysis, in e, for atoms 1 through 5: -1.447 1.239 0.632 0.552 0.858

=====

10 unconnected molecules or ions with the total composition C26H45N7O6 in a non-equilibrium geometry, computed with wB97M-V/def2-TZVPD.

The SMILES is CCOC(C)=O.CCOC(C)=O.CCOC(C)=O.CC#N.CC#N.CC#N.CC#N.CC#N.CC#N.CC#N. As for the LUMO energy: 0.18 eV.

ORCA input file:
```
! wB97M-V def2-TZVPD RIJCOSX def2/J DEFGRID3
* xyz 0 1
C 17.06549 -11.43146 -6.22091
C 16.59363 -10.84606 -7.60658
O 15.21013 -10.69949 -7.62488
C 14.52824 -10.74695 -8.76316
C 13.00685 -10.68767 -8.61617
O 15.07230 -10.72125 -9.88286
H 16.69971 -10.87540 -5.35771
H 18.14539 -11.56502 -6.15703
H 16.67049 -12.43728 -6.07811
H 17.06205 -9.88804 -7.83216
H 16.90358 -11.59973 -8.33046
H 12.53948 -11.57413 -9.04494
H 12.56494 -9.76629 -8.99548
H 12.78018 -10.67239 -7.55011
C 12.33806 -14.33747 -10.42931
C 13.00543 -15.33535 -9.62254
O 13.63921 -14.68974 -8.51564
C 14.26974 -15.35033 -7.57661
C 14.95278 -14.45683 -6.60618
O 14.23556 -16.54577 -7.44257
H 11.57712 -13.70446 -9.97283
H 11.95841 -14.77736 -11.35151
H 13.08417 -13.64624 -10.82124
H 12.32337 -16.13036 -9.32110
H 13.82693 -15.76731 -10.19407
H 16.01905 -14.40991 -6.82744
H 14.81238 -14.80412 -5.58257
H 14.58256 -13.44793 -6.78831
C 11.27558 -17.77232 -6.24992
C 10.31852 -16.62186 -5.96626
O 11.16557 -15.53520 -5.51422
C 10.78750 -14.29922 -5.61367
C 11.73567 -13.30763 -5.03140
O 9.75828 -13.86687 -6.07615
H 12.01067 -17.57331 -7.02974
H 10.77019 -18.71047 -6.47918
H 11.91074 -18.01823 -5.39892
H 9.72251 -16.40347 -6.85236
H 9.64445 -16.86318 -5.14438
H 11.54671 -13.12719 -3.97318
H 11.62131 -12.37631 -5.58608
H 12.72430 -13.76103 -5.10312
C 8.38688 -11.54074 -8.82024
C 9.50499 -11.18957 -9.71096
N 10.39851 -10.97120 -10.43183
H 8.60997 -12.21614 -7.99430
H 7.58830 -12.04021 -9.36877
H 7.93749 -10.66184 -8.35796
C 13.94858 -10.25669 -4.85562
C 13.00751 -9.98899 -3.80393
N 12.22056 -9.87289 -2.95789
H 13.57723 -9.69485 -5.71267
H 13.97284 -11.32233 -5.08347
H 14.95474 -9.95933 -4.56008
C 6.58317 -14.41405 -5.56236
C 6.14757 -13.69625 -6.71720
N 5.84023 -13.16178 -7.70432
H 7.07863 -15.33983 -5.85492
H 5.67888 -14.71368 -5.03266
H 7.13757 -13.74299 -4.90630
C 14.93569 -17.63722 -4.19445
C 14.24476 -16.67950 -3.39257
N 13.68219 -15.88208 -2.79206
H 14.38864 -17.76376 -5.12870
H 15.01311 -18.57526 -3.64474
H 15.90822 -17.20485 -4.42972
C 13.68109 -12.93726 -1.43293
C 14.68972 -12.92811 -2.56121
N 15.35071 -12.91092 -3.48507
H 14.05380 -12.40914 -0.55527
H 13.53771 -13.98296 -1.16082
H 12.72421 -12.57422 -1.80799
C 9.21395 -11.38091 -3.88221
C 9.87534 -10.77112 -5.03300
N 10.44938 -10.34147 -5.95811
H 8.58004 -12.19104 -4.24272
H 8.57093 -10.67081 -3.36222
H 9.89795 -11.82700 -3.16022
C 8.34033 -19.52604 -7.92921
C 7.77962 -19.83340 -6.64263
N 7.36335 -20.05808 -5.63343
H 8.78527 -20.34663 -8.49202
H 8.99080 -18.65317 -7.87360
H 7.49668 -19.16307 -8.51625
*
```

Results of the Mulliken charge analysis, in e, for atoms 1 through 5: -0.767 -0.340 -0.111 0.427 0.500

=====

Number 1: E_tot -6356.52704 hartree. Number 2: E_tot -2246.53266 hartree. Number 3: E_tot -1962.52005 hartree. Number 4: E_tot -2216.88934 hartree. Number 5: E_tot -1852.37856 hartree.